# 1
117
Properties=species:S:1:pos:R:3:forces:R:3 method="wB97M-V/def2-TZVPD" e_tot_ev=-213918.962 relative_energy_kcal_mol=0.0 total_charge=0 smiles=C[Si@@H](O)CC[C@](F)(Br)C(F)(F)Br.COCCOC.COCCOC.COCCOC.COCCOC.COCCOC.COCCOC orbital_gap_ev=9.4
C -0.00036 -0.44251 0.48178 0.10 -0.10 0.18
Si -1.59183 0.51785 0.50050 -0.08 0.00 -0.06
O -1.35576 2.16121 0.26746 -0.12 -0.27 0.41
C -2.78531 -0.01656 -0.84907 0.02 0.13 -0.09
C -4.18971 0.59240 -0.70188 0.07 0.09 -0.15
C -5.08005 0.09994 0.43835 0.12 0.30 0.17
F -4.90652 0.89463 1.55766 0.03 -0.23 -0.40
Br -4.69788 -1.72738 0.97719 -0.06 -0.06 0.09
C -6.59608 0.17092 0.13004 -0.05 -0.10 0.11
F -7.29059 -0.01867 1.26221 0.00 -0.08 -0.12
F -6.95948 -0.77799 -0.74466 0.12 0.13 0.01
Br -7.11815 1.89324 -0.59499 0.02 0.05 0.05
H 0.82978 0.19754 0.80819 -0.13 -0.16 -0.17
H -0.08514 -1.25737 1.21463 0.02 0.11 -0.17
H 0.24830 -0.88009 -0.48911 0.03 0.15 0.09
H -2.23374 0.36683 1.82930 0.03 0.02 0.02
H -1.62021 2.63497 1.06808 0.08 0.21 -0.23
H -2.37275 0.39716 -1.78367 -0.02 -0.10 0.17
H -2.81392 -1.10288 -0.98448 -0.04 0.13 0.04
H -4.74044 0.49543 -1.64489 -0.01 -0.11 0.19
H -4.08420 1.66993 -0.51629 -0.12 -0.16 -0.10
C 5.63517 1.20991 -2.07192 0.05 0.00 0.00
O 4.84348 1.27096 -3.24472 -0.04 0.01 0.04
C 3.97924 0.15671 -3.39707 0.07 0.06 -0.07
C 2.55775 0.48837 -3.00366 -0.06 -0.04 0.08
O 2.44119 0.77128 -1.61890 0.03 0.00 0.00
C 2.35785 2.15296 -1.32455 -0.01 0.00 0.00
H 6.14061 2.16919 -1.97087 0.01 0.00 -0.02
H 5.02534 1.03230 -1.18252 0.01 -0.01 0.01
H 6.38985 0.42045 -2.14469 -0.02 -0.02 0.03
H 4.34559 -0.69518 -2.81769 -0.01 -0.02 -0.01
H 3.99320 -0.12977 -4.45324 -0.02 -0.01 0.00
H 1.92138 -0.37655 -3.21910 0.00 0.00 -0.02
H 2.19344 1.33345 -3.59724 0.00 0.01 -0.01
H 1.39019 2.56289 -1.63419 0.01 0.01 -0.01
H 3.15941 2.71604 -1.80920 0.01 0.00 0.00
H 2.44973 2.26010 -0.24466 -0.02 -0.01 0.00
C -8.22658 4.26013 5.09519 -0.02 0.00 -0.01
O -8.79412 3.53189 4.02466 -0.01 -0.02 0.04
C -8.02468 2.40579 3.63247 0.01 0.09 -0.03
C -8.58834 1.11467 4.18237 0.00 -0.05 0.04
O -8.52066 1.06764 5.59865 0.00 0.05 0.00
C -9.74858 1.36004 6.23568 0.01 0.00 0.01
H -8.96321 4.99609 5.41321 0.00 0.01 -0.02
H -7.98031 3.61151 5.93968 0.01 0.00 0.00
H -7.32001 4.78628 4.77407 0.02 -0.01 0.01
H -6.98544 2.52416 3.95864 0.01 -0.02 0.00
H -8.03279 2.36561 2.53972 0.00 -0.03 -0.01
H -8.00355 0.27723 3.79359 0.01 0.00 -0.01
H -9.62347 0.99174 3.84675 -0.01 0.00 -0.01
H -10.47155 0.55097 6.08324 -0.02 0.01 -0.02
H -10.18035 2.29567 5.87139 -0.01 0.00 0.00
H -9.54646 1.45191 7.30159 0.01 -0.02 0.00
C 7.96279 -4.91957 -4.30009 0.00 0.00 -0.01
O 6.73216 -5.34796 -4.85111 0.00 0.04 -0.01
C 5.63384 -5.21133 -3.96678 0.03 -0.06 -0.02
C 4.80582 -3.98418 -4.27756 -0.04 0.08 0.05
O 5.53019 -2.78573 -4.05627 0.06 -0.03 -0.02
C 6.03013 -2.19718 -5.24311 -0.01 0.00 0.02
H 8.69525 -4.92207 -5.10532 0.00 -0.02 0.00
H 7.88983 -3.91110 -3.88516 0.01 0.00 0.01
H 8.29976 -5.60535 -3.51509 0.00 0.02 0.02
H 5.98170 -5.16846 -2.92936 0.00 0.00 0.01
H 5.00530 -6.10025 -4.07667 0.00 0.00 0.00
H 3.93163 -3.97104 -3.61867 0.00 0.00 -0.01
H 4.44977 -4.02928 -5.31189 0.00 -0.01 -0.01
H 5.21586 -1.76605 -5.83603 0.01 -0.02 -0.04
H 6.57137 -2.92312 -5.85442 0.00 0.00 -0.01
H 6.70962 -1.39790 -4.95151 -0.03 0.02 0.03
C -3.23435 -4.90330 -1.24342 -0.01 0.05 -0.01
O -1.99691 -4.24908 -1.03033 0.02 -0.04 -0.01
C -1.54405 -4.32271 0.31129 0.00 0.12 -0.05
C -0.45625 -5.35892 0.48352 0.01 -0.08 0.04
O -0.93235 -6.67247 0.24818 -0.03 0.02 -0.02
C -0.60269 -7.17667 -1.03152 -0.01 -0.01 0.01
H -3.39784 -4.95283 -2.31865 0.02 0.03 -0.01
H -3.23137 -5.91666 -0.83467 0.00 0.00 0.00
H -4.05101 -4.33161 -0.79044 -0.05 -0.05 0.02
H -2.37883 -4.54227 0.98531 0.00 -0.01 0.01
H -1.14129 -3.34100 0.58006 -0.01 0.00 0.01
H -0.08772 -5.31822 1.51296 0.00 0.01 0.00
H 0.38001 -5.12951 -0.18531 0.01 0.01 0.00
H 0.47135 -7.37956 -1.10752 0.01 0.02 -0.02
H -0.89158 -6.48319 -1.82530 0.01 0.00 -0.01
H -1.14511 -8.11163 -1.16008 0.01 -0.01 0.02
C -4.22817 7.58706 0.89392 -0.02 0.00 0.00
O -4.58907 6.72436 -0.16720 0.00 -0.02 0.03
C -3.57178 5.80387 -0.52408 -0.06 0.08 0.02
C -3.81975 4.43137 0.05654 0.01 -0.12 0.00
O -3.72405 4.41462 1.47389 0.06 0.00 0.00
C -4.98035 4.40982 2.13074 0.00 -0.02 0.00
H -5.12318 8.13467 1.18377 0.00 0.01 -0.02
H -3.85409 7.03042 1.75711 0.01 0.01 0.00
H -3.46443 8.30414 0.57347 0.02 -0.01 0.01
H -2.59222 6.17105 -0.20019 0.01 0.00 0.00
H -3.56016 5.72764 -1.61542 0.00 -0.01 0.00
H -3.06195 3.74248 -0.32453 0.01 0.04 -0.09
H -4.80230 4.06546 -0.26111 -0.03 0.03 0.01
H -5.49064 3.45138 1.99116 -0.01 0.01 -0.02
H -5.62481 5.21439 1.76729 -0.01 0.00 0.00
H -4.79064 4.55579 3.19320 0.02 -0.02 0.00
C 8.88477 -1.20159 3.00441 0.01 0.01 0.01
O 9.90102 -0.39680 2.43773 -0.03 0.03 -0.01
C 10.02387 -0.53937 1.03345 0.05 -0.02 0.05
C 9.36337 0.59937 0.28853 -0.05 0.02 -0.07
O 7.95837 0.61020 0.47555 -0.01 -0.02 0.02
C 7.51608 1.56902 1.41739 -0.02 -0.01 -0.01
H 8.77592 -0.89929 4.04445 0.02 -0.01 0.00
H 7.92974 -1.06729 2.49037 0.00 -0.01 0.00
H 9.16144 -2.26109 2.97268 -0.02 -0.01 -0.02
H 9.59378 -1.49214 0.70732 0.00 0.00 -0.01
H 11.09102 -0.54918 0.79190 0.00 0.00 -0.01
H 9.55545 0.48095 -0.78240 0.01 0.00 0.00
H 9.79818 1.55224 0.60732 0.01 0.00 0.00
H 7.61622 2.58466 1.01868 0.02 0.01 0.02
H 8.07114 1.49829 2.35598 0.00 0.00 0.00
H 6.46292 1.37068 1.61002 -0.01 0.00 -0.02

***

# 2
8
Properties=species:S:1:pos:R:3:forces:R:3 method="wB97M-V/def2-TZVPD" e_tot_ev=-25671.604 relative_energy_kcal_mol=14.4 total_charge=0 orbital_gap_ev="5.0 / 4.7"
O -0.58929 1.54469 -0.11959 -1.07 0.58 -0.23
C -0.95048 0.34676 0.10456 0.40 -0.71 0.64
C -0.07401 -0.76813 -0.07472 0.38 0.04 0.21
O 1.05864 -0.42641 -0.82923 0.53 -0.70 -0.32
C 1.48611 -0.60045 0.66982 -1.66 -0.85 -0.41
Ca 1.51478 1.51116 -0.04747 0.95 1.25 -0.01
H -1.95975 0.16522 0.50968 0.22 0.03 -0.07
H -0.48598 -1.77284 -0.21305 0.25 0.36 0.18